# 1
Density functional theory data (ωB97M-V/def2-TZVPD) for a molecular structure, C6H24N12O6Ti in a non-equilibrium geometry.

```
49
Properties=species:S:1:pos:R:3:forces:R:3
Ti -0.278 0.242 -0.402 0.21 -0.28 0.05
C -2.553 0.877 1.861 -1.59 1.11 0.50
O -2.049 1.430 0.890 0.85 -0.50 -0.47
N -3.661 0.099 1.818 0.60 -0.19 -0.77
N -2.255 1.227 3.132 0.88 -0.07 0.75
H -3.992 -0.154 0.903 -0.23 -0.22 0.24
H -4.159 -0.071 2.670 -0.32 -0.34 -0.32
H -2.758 0.807 3.891 0.22 0.13 0.16
H -1.545 1.913 3.322 -0.09 -0.01 -0.13
C 0.907 -1.730 -2.702 1.08 -0.65 -1.26
O 1.270 -0.834 -1.939 -0.99 -0.10 0.08
N -0.030 -1.736 -3.685 -0.32 1.76 0.89
N 1.587 -2.902 -2.794 1.22 -1.20 0.99
H -0.607 -0.908 -3.736 -0.39 -0.31 -0.06
H -0.200 -2.593 -4.168 -0.41 0.14 -0.20
H 2.465 -3.031 -2.319 -0.20 0.27 0.14
H 1.416 -3.553 -3.535 -0.02 0.04 -0.10
C -0.441 -2.973 0.548 -1.09 2.09 0.84
O -1.257 -2.073 0.337 0.41 0.68 -0.42
N 0.844 -2.757 0.926 1.11 -0.76 0.02
N -0.818 -4.252 0.585 1.16 -0.87 -0.05
H 1.301 -1.871 1.073 -0.73 0.42 -0.54
H 1.433 -3.551 1.112 -0.09 0.01 0.04
H 0.003 -4.833 0.578 -0.93 -1.12 0.01
H -1.773 -4.530 0.457 0.19 -0.12 -0.26
C 1.968 2.658 -0.182 0.33 0.60 -2.22
O 0.984 2.152 -0.715 -0.11 -0.36 1.17
N 3.195 2.069 0.002 -1.02 -0.67 0.29
N 2.110 3.998 -0.016 0.42 0.60 0.71
H 3.246 1.067 -0.037 0.18 0.13 -0.17
H 3.976 2.681 0.122 0.41 -0.54 0.07
H 1.416 4.721 -0.059 -0.29 -0.46 -0.16
H 3.005 4.236 0.366 -0.22 0.76 0.18
C -2.217 1.373 -2.716 -1.03 0.63 0.56
O -1.448 0.458 -2.471 0.53 -0.68 -0.42
N -2.606 2.270 -1.784 -0.51 0.87 -0.44
N -2.901 1.634 -3.892 0.75 -0.72 0.44
H -3.348 2.844 -2.134 -0.14 0.41 0.76
H -2.385 2.310 -0.801 0.34 -0.56 -0.06
H -2.803 1.078 -4.722 0.16 0.17 0.06
H -3.285 2.557 -3.915 -0.16 -0.04 -0.82
C 1.992 -0.064 2.561 1.31 1.88 -0.25
O 1.474 0.104 1.445 -0.56 -0.86 0.95
N 3.338 -0.208 2.660 0.21 -0.47 -0.47
N 1.451 0.139 3.786 -1.78 -0.40 -1.02
H 3.807 -0.327 1.778 0.38 -0.18 0.36
H 3.725 -0.507 3.537 0.42 -0.14 -0.31
H 0.448 0.239 3.755 0.06 0.11 0.62
H 2.005 0.273 4.610 -0.19 -0.02 0.04
```
Forces are in eV/Å.

Computed properties:
Orbital gap (alpha / beta)   3.63 / 10.08 eV
Charge   +1
Multiplicity   4



# 2
Density functional theory data (ωB97M-V/def2-TZVPD) for a single C5H5ClO2 molecule in a non-equilibrium geometry.

```
13
Properties=species:S:1:pos:R:3:forces:R:3
C -2.246 -1.117 1.252 0.43 -0.21 0.43
C -1.056 -0.533 1.329 -0.01 -0.02 -0.14
C -0.314 -0.174 0.133 2.06 1.09 0.28
C 0.955 0.318 0.068 -1.37 -0.40 0.65
Cl 1.957 0.652 1.448 -0.44 -0.20 -0.17
O -1.031 -0.441 -0.996 -0.54 -0.65 -0.65
C -0.696 -0.111 -2.251 -0.89 -0.41 -0.37
O 0.128 0.669 -2.584 0.73 0.48 -0.36
H -2.650 -1.295 0.278 -0.43 -0.19 -0.19
H -2.749 -1.514 2.124 -0.11 0.28 -0.02
H -0.548 -0.306 2.244 0.05 -0.10 0.46
H 1.407 0.579 -0.857 0.26 0.08 -0.35
H -1.359 -0.664 -2.955 0.25 0.24 0.43
```
Forces are in eV/Å.

Computed properties:
Orbital gap   9.30 eV
Multiplicity   1
SMILES string   C=C/C(=C\Cl)OC=O



# 3
Density functional theory data (ωB97M-V/def2-TZVPD) for a molecular structure, C40H76O20 in a non-equilibrium geometry.

```
136
Properties=species:S:1:pos:R:3:forces:R:3
O -1.697 -4.494 -2.145 -4.70 2.98 -5.16
C -2.582 -4.185 -2.965 1.57 -1.84 -0.16
O -3.309 -3.131 -2.936 -1.79 1.40 -0.11
C -3.093 -2.121 -1.958 2.02 1.84 -0.45
C -2.091 -1.024 -2.521 -1.87 -3.80 -2.22
C -2.920 -5.095 -4.144 0.13 -0.12 0.47
H -2.752 -2.593 -1.037 0.25 -0.04 -0.08
H -4.003 -1.568 -1.727 -0.28 -0.91 -0.59
H -1.152 -1.357 -2.963 -1.18 -1.43 -0.48
H -1.636 -0.381 -1.768 -3.56 -4.78 -2.58
H -2.539 -0.443 -3.328 -0.68 0.16 0.20
H -3.166 -6.032 -3.644 0.43 -0.38 -0.43
H -2.038 -5.143 -4.783 0.14 -0.47 0.27
H -3.750 -4.878 -4.816 -0.11 0.69 0.52
O 5.652 2.412 2.343 -2.59 -3.83 1.19
C 5.148 1.276 2.585 1.27 2.42 -1.73
O 3.831 0.907 2.569 0.60 -0.02 -0.23
C 2.798 1.862 2.403 -0.20 2.81 -1.42
C 2.538 2.233 0.934 1.00 -0.39 0.73
C 5.962 0.015 2.724 0.84 -0.06 -1.02
H 3.017 2.777 2.954 0.58 0.13 -0.12
H 1.788 1.665 2.762 1.82 -1.04 0.89
H 2.147 1.358 0.415 1.01 0.79 -0.13
H 3.467 2.621 0.517 -0.28 0.18 -0.34
H 1.712 2.942 0.997 1.79 -0.03 -0.72
H 5.775 -0.596 3.607 0.01 0.24 -0.07
H 7.014 0.192 2.502 0.17 0.58 1.08
H 5.817 -0.584 1.825 -1.06 -0.31 0.03
O -2.247 3.248 -0.292 -1.14 -1.92 -2.35
C -2.279 2.462 -1.251 -0.28 0.72 0.68
O -2.550 2.838 -2.547 0.81 -0.09 0.90
C -2.752 4.224 -2.838 -2.94 0.50 0.04
C -4.324 4.422 -2.846 0.28 -0.85 -0.08
C -2.024 0.933 -1.172 -1.55 8.25 -2.72
H -2.535 4.416 -3.889 1.02 -0.21 0.29
H -2.275 4.883 -2.112 0.26 -0.23 -0.26
H -4.755 5.336 -3.253 0.60 0.44 0.36
H -4.791 4.162 -1.896 0.22 0.37 0.24
H -4.719 3.676 -3.536 0.17 -0.27 -0.15
H -1.241 0.565 -1.835 -0.88 4.73 -0.26
H -2.945 0.361 -1.290 0.83 1.58 -0.36
H -1.653 0.697 -0.175 1.24 4.36 -5.30
O 4.597 -2.196 -3.050 -2.11 -0.41 -3.21
C 4.108 -1.767 -4.120 3.44 -0.99 1.53
O 3.042 -1.014 -4.241 -0.29 -0.35 -0.80
C 2.415 -0.552 -3.029 -0.92 0.97 -1.50
C 1.002 -0.134 -3.306 0.69 1.74 -2.12
C 4.959 -1.872 -5.399 -1.63 0.67 -0.76
H 2.988 0.333 -2.752 -0.13 -0.14 -0.14
H 2.473 -1.301 -2.238 -1.00 0.86 -3.86
H 0.441 0.311 -2.484 1.87 0.35 -1.28
H 0.420 -0.994 -3.638 0.10 0.40 -0.43
H 1.006 0.721 -3.982 0.15 -0.44 -1.12
H 5.927 -1.382 -5.297 0.03 -0.48 0.46
H 4.448 -1.292 -6.168 -0.09 0.13 -0.08
H 5.006 -2.867 -5.843 0.34 -0.14 0.61
O 1.201 2.140 4.755 0.29 -2.13 2.64
C 1.740 1.159 5.206 2.66 0.38 0.00
O 1.191 0.046 5.685 2.35 -0.42 0.92
C -0.118 -0.070 6.195 -1.74 0.88 -2.92
C -0.977 -0.271 4.868 -0.02 -0.11 3.39
C 3.305 1.187 5.192 0.68 -0.39 0.85
H -0.373 0.873 6.678 -0.21 -0.08 0.13
H -0.269 -0.907 6.877 0.79 0.02 -0.12
H -1.024 0.691 4.357 -0.02 -0.60 0.29
H -1.939 -0.577 5.281 -0.53 0.19 -0.62
H -0.596 -1.117 4.296 0.13 0.35 0.26
H 3.898 0.283 5.336 -0.81 -0.79 -0.42
H 3.763 1.717 6.028 -0.96 0.64 0.50
H 3.751 1.683 4.330 -0.88 -0.01 0.84
O 1.749 -3.002 0.634 9.62 5.71 3.22
C 2.385 -2.075 1.150 -0.56 0.50 1.94
O 2.903 -0.951 0.599 0.77 -2.63 1.79
C 3.071 -0.867 -0.780 2.02 -0.02 0.22
C 4.553 -0.632 -1.199 -0.38 1.27 0.66
C 2.437 -2.064 2.689 0.20 1.04 -0.14
H 2.426 -0.045 -1.091 0.34 -0.30 0.54
H 2.839 -1.759 -1.363 0.18 -1.20 3.25
H 4.882 0.278 -0.697 0.50 -0.22 0.54
H 4.674 -0.419 -2.261 -0.32 0.37 0.77
H 5.171 -1.526 -1.121 -0.01 0.37 0.89
H 1.576 -2.586 3.107 0.48 -0.42 -0.25
H 2.374 -1.057 3.100 0.18 0.05 -0.26
H 3.408 -2.376 3.074 -0.05 -0.59 -0.23
O -5.850 -0.942 -0.126 -0.55 0.37 -1.17
C -4.948 -0.177 -0.336 -0.75 0.42 0.97
O -4.797 0.781 -1.275 -1.60 0.19 -0.23
C -5.793 1.114 -2.237 -0.95 0.02 -2.86
C -5.405 0.427 -3.623 0.42 -1.02 1.32
C -3.781 -0.160 0.554 -1.59 -0.08 0.95
H -5.899 2.194 -2.335 1.05 0.08 0.16
H -6.841 0.903 -2.028 0.26 -1.07 0.80
H -5.973 0.457 -4.552 -0.50 1.16 0.37
H -5.478 -0.645 -3.436 0.09 -0.30 0.33
H -4.350 0.552 -3.868 -0.07 0.53 0.09
H -3.107 -0.984 0.322 -2.49 0.26 -0.03
H -4.130 -0.290 1.578 0.06 0.02 0.02
H -3.131 0.709 0.453 -3.52 0.67 0.52
O 0.073 3.838 -0.894 1.79 0.45 2.07
C 0.619 4.489 -0.002 -1.56 0.07 -1.96
O 0.490 4.325 1.331 -0.19 1.82 -0.88
C -0.132 3.208 1.834 -1.03 -1.25 1.17
C -0.329 3.252 3.352 -0.90 0.76 -0.09
C 1.394 5.730 -0.304 0.01 0.46 0.80
H 0.509 2.373 1.549 -0.48 3.62 -0.28
H -1.006 2.818 1.312 -0.58 1.20 -0.07
H -1.103 3.919 3.732 -0.46 0.23 -0.73
H 0.501 3.448 4.031 -0.24 0.93 -1.66
H -0.625 2.266 3.710 -0.23 0.20 -0.53
H 0.746 6.420 -0.845 0.14 -0.25 -0.43
H 2.310 5.493 -0.847 -0.16 0.14 -0.07
H 1.606 6.242 0.634 0.40 -0.10 -0.07
O -0.458 -2.626 2.235 -0.07 -4.64 -0.84
C -0.585 -3.624 1.493 -1.37 2.06 -0.14
O -1.609 -4.576 1.659 2.32 3.03 1.36
C -1.834 -5.155 0.394 0.24 -1.92 0.33
C -0.532 -5.067 -0.355 -0.39 -1.53 0.61
C -0.012 -3.729 0.087 -3.99 -3.66 -1.37
H -2.663 -4.617 -0.067 -0.13 -0.41 -0.07
H -1.997 -6.184 0.712 -0.99 -0.19 -0.82
H -0.742 -5.197 -1.417 1.90 -0.74 1.85
H 0.047 -5.946 -0.073 0.70 0.29 0.73
H -0.414 -2.902 -0.498 -0.17 0.01 -0.05
H 1.068 -3.730 -0.064 -3.01 -1.72 -1.74
O -0.214 -0.691 -1.532 4.71 -1.56 8.70
C -0.247 -0.244 -0.386 2.83 -3.48 2.08
O 0.871 0.154 0.315 -3.28 -0.31 -0.33
C 0.522 0.426 1.718 1.05 -0.13 0.46
C -0.777 -0.126 2.030 -2.24 -2.35 -0.36
C -1.403 -0.407 0.641 4.09 -2.08 4.08
H 0.555 1.502 1.884 0.01 -3.89 0.37
H 1.209 -0.013 2.442 0.34 -0.14 -1.16
H -1.429 0.378 2.743 -0.06 0.87 -1.16
H -0.597 -1.040 2.596 -0.42 0.79 -0.93
H -2.108 0.406 0.469 0.78 -3.85 5.11
H -1.906 -1.354 0.443 1.69 -0.22 0.49
```
Forces are in eV/Å.

Computed properties:
Orbital gap   9.04 eV
Multiplicity   1



# 4
Density functional theory data (ωB97M-V/def2-TZVPD) for a single FH3N2O2S molecule in a non-equilibrium geometry.

```
9
Properties=species:S:1:pos:R:3:forces:R:3
N -1.319 0.297 0.525 0.76 1.91 0.32
S -0.200 -0.058 -0.711 0.49 -0.46 0.92
O 0.146 0.909 -1.720 -0.85 0.57 1.91
O -0.562 -1.328 -1.228 -0.22 -0.80 0.49
N 1.194 -0.384 0.315 0.17 -1.85 -1.49
F 1.685 0.778 0.907 0.12 0.01 -0.62
H -1.043 1.088 1.191 -0.37 -1.49 -1.59
H -1.848 -0.443 1.040 1.21 0.44 -1.27
H 1.948 -0.859 -0.320 -1.30 1.68 1.33
```
Forces are in eV/Å.

Computed properties:
Orbital gap   11.23 eV
Multiplicity   1
SMILES string   NS(=O)(=O)NF



Going through the records in order, we get energy above the lowest of the compared OMol25 structures with the same formula, charge and spin values of 41.95; 25.06; 739.09; 45.57 kcal/mol.
Going through the records in order, we get M values of 408.20; 132.55; 877.03; 114.10 g/mol.